{
  "formula": "C38H57F18N2O15S",
  "method": "the ωB97M-V functional and the def2-TZVPD basis",
  "elements": ["C", "C", "C", "N", "N", "C", "C", "C", "C", "C", "C", "O", "C", "O", "C", "C", "C", "C", "C", "O", "C", "C", "F", "F", "F", "S", "C", "O", "O", "H", "H", "H", "H", "H", "H", "H", "H", "H", "H", "H", "H", "H", "H", "H", "H", "H", "H", "H", "H", "H", "H", "H", "H", "H", "H", "H", "H", "H", "H", "H", "H", "C", "C", "O", "C", "O", "C", "F", "F", "F", "H", "H", "H", "H", "H", "C", "C", "O", "C", "O", "C", "F", "F", "F", "H", "H", "H", "H", "H", "C", "C", "O", "C", "O", "C", "F", "F", "F", "H", "H", "H", "H", "H", "C", "C", "O", "C", "O", "C", "F", "F", "F", "H", "H", "H", "H", "H", "C", "C", "O", "C", "O", "C", "F", "F", "F", "H", "H", "H", "H", "H"],
  "coordinates": [[1.647, -2.624, 4.005], [0.238, -2.757, 4.767], [-0.909, -3.196, 3.731], [-1.658, -2.080, 3.097], [-1.124, -1.638, 1.894], [-1.202, -2.468, 0.836], [-0.582, -1.855, -0.533], [-1.629, -1.453, -1.701], [-2.777, -2.567, -1.922], [0.128, -3.156, -1.157], [1.658, -3.383, -0.775], [1.970, -4.812, -0.870], [2.843, -5.048, 0.247], [2.542, -5.829, 1.162], [0.267, -0.701, 0.182], [0.522, 0.422, -0.930], [1.642, 1.532, -0.544], [3.118, 1.154, -1.146], [4.043, 0.738, 0.119], [4.296, 1.869, 0.996], [-0.521, -0.293, 1.539], [0.308, 0.489, 2.651], [-0.104, 0.236, 3.976], [0.249, 1.901, 2.508], [1.702, 0.191, 2.636], [-2.090, 0.726, 1.311], [-2.839, 1.288, 2.926], [-3.199, -0.056, 0.617], [-1.884, 1.979, 0.490], [1.500, -2.510, 2.868], [2.355, -1.852, 4.443], [2.176, -3.642, 4.126], [-0.040, -1.865, 5.416], [0.351, -3.645, 5.494], [-1.677, -3.786, 4.357], [-0.439, -3.956, 3.024], [-2.630, -2.383, 2.932], [-1.678, -3.482, 1.021], [-1.028, -1.438, -2.685], [-2.042, -0.394, -1.592], [-3.817, -2.181, -1.633], [-2.801, -2.887, -3.027], [-2.591, -3.532, -1.334], [0.050, -3.245, -2.300], [-0.443, -4.070, -0.743], [2.291, -2.749, -1.503], [1.894, -3.058, 0.294], [3.864, -4.527, 0.332], [1.326, -0.971, 0.499], [-0.409, 0.947, -1.310], [0.961, -0.138, -1.839], [1.311, 2.509, -1.020], [1.800, 1.663, 0.573], [3.083, 0.301, -1.898], [3.601, 2.071, -1.621], [3.582, -0.152, 0.666], [5.067, 0.458, -0.327], [4.428, 1.545, 1.917], [-2.172, 2.145, 3.301], [-3.828, 1.793, 2.626], [-2.972, 0.451, 3.683], [-4.275, 3.220, -0.629], [-5.606, 3.462, -1.315], [-5.528, 4.595, -2.195], [-4.961, 4.369, -3.395], [-4.530, 3.304, -3.752], [-4.985, 5.638, -4.243], [-4.582, 6.724, -3.555], [-6.224, 5.910, -4.699], [-4.189, 5.554, -5.322], [-3.940, 4.125, -0.116], [-4.354, 2.410, 0.096], [-3.500, 2.960, -1.353], [-6.365, 3.698, -0.566], [-5.950, 2.576, -1.855], [-5.616, 0.679, 8.193], [-6.955, 0.908, 7.519], [-6.898, 2.046, 6.643], [-6.340, 1.836, 5.438], [-5.897, 0.778, 5.068], [-6.388, 3.109, 4.599], [-5.994, 4.196, 5.288], [-7.631, 3.372, 4.155], [-5.598, 3.042, 3.509], [-5.287, 1.584, 8.709], [-5.683, -0.137, 8.915], [-4.843, 0.430, 7.463], [-7.711, 1.132, 8.274], [-7.293, 0.020, 6.978], [1.726, 6.961, -4.659], [2.447, 7.637, -3.509], [2.752, 6.691, -2.470], [3.833, 5.915, -2.679], [4.529, 5.970, -3.657], [4.068, 4.996, -1.484], [2.934, 4.392, -1.066], [4.556, 5.665, -0.422], [4.946, 4.012, -1.748], [0.836, 6.438, -4.299], [1.427, 7.694, -5.410], [2.361, 6.214, -5.140], [1.797, 8.392, -3.063], [3.353, 8.148, -3.844], [-1.914, -2.338, -8.073], [-1.848, -3.841, -7.886], [-0.631, -4.221, -7.221], [-0.615, -4.065, -5.887], [-1.536, -3.634, -5.240], [0.712, -4.548, -5.309], [1.774, -4.095, -6.002], [0.804, -5.891, -5.312], [0.895, -4.154, -4.033], [-1.025, -1.978, -8.597], [-2.800, -2.060, -8.646], [-1.948, -1.820, -7.112], [-1.839, -4.331, -8.861], [-2.719, -4.220, -7.343], [9.964, -3.366, 2.020], [8.792, -4.296, 2.264], [7.582, -3.549, 2.480], [6.971, -3.085, 1.376], [7.371, -3.254, 0.255], [5.683, -2.356, 1.747], [5.849, -1.501, 2.774], [4.708, -3.213, 2.122], [5.184, -1.630, 0.728], [10.061, -2.649, 2.839], [10.893, -3.932, 1.934], [9.827, -2.788, 1.104], [8.968, -4.877, 3.172], [8.664, -5.009, 1.445]],
  "e_homo_ev": -12.0,
  "homo_lumo_gap_ev": 7.445,
  "max_force_ha_per_bohr": 0.15432,
  "total_charge": 1
}